1.
Density functional theory data (ωB97M-V/def2-TZVPD) for a molecular structure, C14H18Br27ClF2GaIO2P.

```
67
Properties=species:S:1:pos:R:3:forces:R:3
C 5.10787 -0.93159 -0.48615 -0.8 -0.1 0.1
C 3.78009 -1.29115 -1.15906 0.3 0.0 0.6
C 2.64186 -1.42971 -0.15577 -0.3 -0.1 -1.1
Cl 2.92259 -2.96650 0.75823 -0.1 0.1 0.4
Ga 0.88304 -1.49845 -1.18854 0.2 -0.4 0.3
F 1.23279 -2.08730 -2.85461 0.1 -0.1 -0.2
C -0.37124 -2.86854 -0.30877 -0.8 0.5 0.1
C -1.72993 -2.31116 -0.26343 -0.6 0.7 1.8
O -2.31725 -1.78195 0.66832 1.0 -1.0 -2.1
F -2.36619 -2.36631 -1.48847 0.1 0.1 0.3
P -0.26495 0.57685 -1.20955 -0.7 0.2 0.4
O 0.66559 1.54904 -0.20355 -0.2 0.0 -0.3
I -0.02630 1.40949 -3.52218 0.5 0.1 -0.1
H 5.80956 -0.45287 -1.15411 0.4 -0.1 -0.2
H 5.51245 -1.82420 -0.02970 0.2 0.1 -0.1
H 4.89421 -0.24167 0.32476 0.1 0.3 0.2
H 3.86714 -2.25850 -1.63502 0.0 -0.1 -0.5
H 3.51042 -0.57004 -1.92146 -0.1 0.3 -0.2
H 2.66964 -0.60953 0.55091 0.2 0.0 0.5
H -0.03963 -3.00344 0.70886 0.2 0.0 0.3
H -0.31829 -3.80564 -0.84314 0.0 -0.1 -0.4
H 1.30177 0.97906 0.22444 0.6 0.0 0.1
C -4.30452 2.56045 -2.53577 0.1 -0.1 0.0
Br -3.17003 3.98548 -1.90010 0.1 -0.1 0.0
Br -4.80406 2.81137 -4.38576 0.1 0.0 0.0
Br -3.51259 0.84962 -2.22089 -0.4 0.0 0.0
H -5.21486 2.60321 -1.96322 -0.1 0.1 0.0
C -7.46611 5.44434 -1.17416 0.1 0.0 -0.1
Br -9.32338 5.56319 -1.66853 0.0 0.0 0.0
Br -7.07060 3.77853 -0.30301 -0.1 -0.1 0.1
Br -6.29807 5.74589 -2.66921 -0.2 0.1 0.0
H -7.27848 6.22684 -0.45652 0.0 0.1 0.1
C -6.60784 3.85893 3.93571 0.0 0.0 -0.1
Br -6.69167 2.08787 3.19266 0.1 -0.1 -0.1
Br -4.94975 4.71854 3.49300 0.0 0.0 0.0
Br -8.12613 4.91941 3.40835 0.0 0.0 0.0
H -6.64661 3.75941 5.00805 0.0 0.0 0.1
C 6.38633 2.56519 2.15580 0.0 0.0 0.0
Br 4.50667 2.73719 1.81777 0.0 -0.1 0.0
Br 6.84326 0.89168 2.99092 -0.1 0.0 0.0
Br 7.42390 2.85967 0.56263 0.0 0.0 0.0
H 6.64642 3.34572 2.85297 0.1 0.1 0.0
C 2.02524 -6.76523 2.14218 0.0 0.1 -0.1
Br 0.34926 -6.02187 1.57830 0.0 0.0 0.0
Br 3.09306 -7.32224 0.64122 0.0 0.0 0.0
Br 2.99202 -5.54972 3.27490 0.0 0.0 0.0
H 1.80969 -7.64506 2.72543 0.0 -0.1 0.0
C -9.29806 -0.22653 1.66033 0.0 0.0 -0.1
Br -10.71002 0.98957 1.18297 0.0 0.0 0.0
Br -9.98552 -1.95485 2.15236 0.0 0.0 0.0
Br -7.97932 -0.35544 0.27153 0.0 0.0 0.0
H -8.81280 0.18327 2.53163 0.0 0.0 0.1
C 3.12412 6.78488 2.85811 -0.1 -0.1 0.0
Br 2.11072 5.48037 1.88273 -0.1 0.1 0.0
Br 1.97978 8.02040 3.79428 0.0 0.0 0.0
Br 4.39605 5.98109 4.06220 0.0 0.0 0.0
H 3.68814 7.35980 2.14183 0.1 0.0 -0.1
C 0.21570 -4.99770 -5.04393 0.0 0.1 0.1
Br -0.58450 -6.39254 -6.11556 0.0 0.0 0.0
Br -1.09597 -3.84934 -4.26410 -0.1 0.0 0.0
Br 1.39224 -5.72769 -3.70894 0.0 0.0 0.0
H 0.81856 -4.39789 -5.70610 0.1 0.0 -0.1
C 8.66503 -3.45189 -0.55478 -0.1 0.0 0.0
Br 8.03352 -4.98085 -1.53568 0.0 0.0 0.0
Br 8.90287 -1.92547 -1.70191 0.0 0.0 0.0
Br 7.52679 -3.05995 0.94072 0.3 -0.2 0.1
H 9.63627 -3.70355 -0.16243 0.1 0.0 0.0
```
Forces are in eV/Å.

As for the total charge: -1. Its LUMO energy is 1.252 eV.

2.
Density functional theory data (ωB97M-V/def2-TZVPD) for a molecular structure, C14H18ClNO3Sn.

```
38
Properties=species:S:1:pos:R:3:forces:R:3
Cl -0.46288 -1.92017 -4.42734 0.0 0.0 0.8
C 2.13355 1.15431 -1.78256 0.1 -0.7 -2.0
C 1.58848 2.40881 -1.44127 -1.1 1.4 -1.0
C 0.64525 2.78199 -2.43671 0.8 0.7 1.8
H 1.89458 3.03097 -0.60222 -0.2 -0.2 -0.2
C 0.61269 1.79898 -3.44984 0.1 -0.7 -0.3
C 1.47269 0.69247 -2.99158 0.8 0.0 1.1
H 1.78312 -0.14201 -3.62144 0.1 0.3 0.2
H 2.97977 0.65830 -1.31282 -0.4 0.0 0.0
H 0.07656 3.71138 -2.46998 0.2 -0.3 0.1
C -0.06966 1.88046 -4.76437 -0.3 -0.3 0.1
Sn -0.35520 -0.07130 -1.72129 1.1 -0.9 0.0
C -2.64907 0.89523 -0.66046 -3.2 1.5 1.6
O -3.58273 1.39725 -0.24149 2.4 -1.2 -1.1
C -0.43001 -2.22769 -2.64643 -0.3 -3.2 0.2
O -0.46952 -3.32112 -2.17054 0.2 3.2 -0.9
H -1.07088 2.32450 -4.66258 0.3 0.1 -0.1
H -0.17092 0.89212 -5.22781 0.1 0.3 0.1
H 0.50748 2.51733 -5.45479 -0.1 -0.1 0.2
O 0.85047 -0.69797 0.02006 -0.6 0.6 -0.5
C 0.64303 -0.60826 1.28767 0.5 -0.8 0.6
C -0.31540 0.37068 1.89441 0.3 0.0 -0.1
C -1.61010 -0.31912 2.33107 -0.4 0.1 0.3
C -1.45241 -1.00064 3.69306 -0.3 -0.2 0.0
C -0.42872 -2.12831 3.71239 0.0 -0.2 0.2
C 1.01434 -1.67443 3.50687 0.0 0.0 0.1
N 1.30800 -1.44289 2.07497 0.0 0.7 -0.6
H 0.18096 0.82398 2.76833 -0.2 0.0 -0.3
H -0.49854 1.16757 1.16362 0.1 -0.1 0.1
H -2.40798 0.43165 2.40371 0.2 -0.1 0.0
H -1.93924 -1.04475 1.56904 0.1 0.1 0.2
H -1.19148 -0.24890 4.45171 -0.1 -0.1 -0.2
H -2.42261 -1.41550 3.98508 0.1 0.1 0.0
H -0.47658 -2.63248 4.68389 0.0 0.1 -0.1
H -0.68728 -2.89212 2.96729 0.1 0.1 0.1
H 1.21772 -0.75555 4.08051 0.1 -0.3 -0.2
H 1.69760 -2.45695 3.85328 0.0 0.3 -0.2
H 2.08488 -1.93778 1.63856 -0.4 -0.2 0.1
```
Forces are in eV/Å.

As for the total charge: +2. Its LUMO energy (spin up / spin down) is -9.896 / -9.852 eV.

3.
Density functional theory data (ωB97M-V/def2-TZVPD) for a molecular structure, C14H18F3NO3S.

```
40
Properties=species:S:1:pos:R:3:forces:R:3
O 1.78352 3.43814 0.67611 3.2 -2.6 -1.7
S 2.88965 2.53771 0.07558 -3.1 3.3 -0.1
O 4.23623 3.13804 -0.07218 -1.9 -1.6 0.4
C 2.78997 1.00268 1.05787 -4.8 4.1 3.0
C 1.36326 0.27396 0.82714 2.4 10.5 6.5
N 1.01513 -0.06220 -0.33189 -1.2 -0.5 -7.2
C 0.77571 1.03285 -1.09960 0.1 7.5 -7.2
C 2.15618 1.90263 -1.63655 -0.1 -5.5 8.4
H 2.90462 1.23899 -1.95987 0.9 -1.1 -0.6
H 2.09422 2.66987 -2.20788 -1.2 5.2 -3.7
H 0.41424 0.99571 -2.20098 0.3 -1.8 1.5
H 0.04698 1.98350 -0.94842 1.3 -2.3 1.6
C 0.08340 -1.21316 -0.62358 -5.3 12.3 4.6
C -1.20301 -0.59692 0.25320 0.7 -0.9 -8.0
C -2.17982 0.07759 -0.56877 -3.7 -1.3 14.5
C -3.39281 0.47112 0.33864 3.7 0.2 -8.4
C -3.52594 -0.02586 1.58139 -7.5 5.4 1.3
C -2.66565 -0.70296 2.26208 7.5 1.1 -10.7
C -1.36948 -0.94709 1.46940 -3.8 -2.8 9.6
H -0.79999 -1.62777 2.18302 0.3 0.9 -1.8
H -2.84995 -0.95301 3.11209 -1.4 -3.2 10.0
H -4.57928 0.55546 2.18430 3.1 -2.3 -1.7
C -4.33735 1.43078 -0.49038 0.6 -9.0 -0.9
F -3.82166 2.24783 -1.20916 5.7 5.1 -4.9
F -5.12647 0.71057 -1.55616 0.5 -0.1 2.3
F -5.06716 2.04026 0.23773 -6.5 3.2 5.8
H -2.00520 0.19932 -1.47143 0.9 1.6 -8.4
C 0.69284 -2.22395 -0.14093 2.9 -14.8 4.4
H 1.00263 -2.38323 1.00658 -0.3 1.5 -2.5
H -0.10035 -3.17713 -0.04158 1.7 2.0 -0.7
C 1.76917 -2.69495 -1.13691 -7.2 -9.0 0.6
O 2.31188 -4.06318 -0.87448 1.7 2.1 5.3
H 2.77664 -3.92743 0.14516 -1.8 -1.0 -4.4
H 2.49252 -2.13830 -1.15927 7.6 6.4 -0.9
H 1.30733 -3.01732 -2.08146 0.0 1.4 -0.1
H -0.12938 -0.89616 -1.54214 -1.0 -0.9 -4.4
H 1.27950 -0.40145 1.47417 -0.1 -5.8 5.3
H 0.62304 1.24058 1.58345 1.2 -2.3 -2.4
H 3.47590 0.42410 0.68623 4.5 -3.3 -1.4
H 2.86894 1.44038 2.19945 0.1 -1.5 -3.0
```
Forces are in eV/Å.

Its LUMO energy is -0.309 eV.

4.
Density functional theory data (ωB97M-V/def2-TZVPD) for a molecular structure, C14H18IN3V.

```
37
Properties=species:S:1:pos:R:3:forces:R:3
C 0.63490 2.10932 -3.31913 -0.1 0.0 -0.3
C 1.84602 1.18659 -3.41123 0.2 0.1 -0.3
H -0.21614 1.71662 -3.88323 0.1 0.1 0.1
H 0.84194 3.11049 -3.70444 0.2 -0.1 0.0
H 0.30895 2.25069 -2.28133 0.1 0.1 -0.5
H 1.68937 0.22941 -2.89202 0.0 0.1 -0.2
H 2.09921 0.95081 -4.45155 -0.1 0.0 0.1
H 2.72548 1.64895 -2.95075 -0.2 -0.2 -0.1
V 0.09977 0.36704 -0.80999 0.2 0.6 0.2
C 1.80157 1.44006 -0.49496 0.4 0.3 0.3
H 2.63794 0.88085 -0.93912 -0.1 0.2 0.3
H 1.89102 1.43357 0.60514 0.2 0.2 -0.3
H 1.83472 2.47198 -0.89567 0.0 -0.5 0.5
I -2.18458 1.08323 -1.59604 -1.2 0.1 -0.5
C -2.79733 1.66417 4.06417 0.2 0.0 -0.3
C -2.12102 0.45457 4.28593 0.2 0.6 -0.3
C -1.22476 -0.02047 3.33163 -0.3 -0.1 0.4
C -1.08913 0.62428 2.09714 0.2 0.1 0.1
C -1.67801 1.88458 1.90635 -0.1 0.2 0.0
C -2.53655 2.39613 2.88487 0.0 -0.5 0.8
N -0.39870 -0.06360 1.05214 0.5 -1.3 1.4
N 0.03786 -1.26400 1.47442 -0.6 0.0 -0.9
C 0.37187 -2.11325 0.45695 0.1 0.9 -0.2
C 0.53840 -3.49824 0.70361 0.0 -0.1 -0.7
C 0.68168 -4.36426 -0.37383 0.0 0.8 0.3
C 0.81498 -3.81203 -1.67041 0.0 1.0 -0.6
C 0.76703 -2.42447 -1.85142 -0.5 -0.7 1.3
N 0.47457 -1.57422 -0.80269 0.7 -1.9 -0.6
H -3.48714 2.04910 4.83039 0.3 -0.2 -0.5
H -2.26835 -0.10036 5.21122 0.1 0.2 -0.2
H -0.60705 -0.90214 3.50901 -0.6 0.2 0.0
H -1.47154 2.48443 1.01443 -0.2 -0.4 0.3
H -3.03135 3.36296 2.78011 0.3 -0.3 -0.2
H 0.48870 -3.81807 1.73496 -0.1 -0.1 -0.1
H 0.69171 -5.45137 -0.25256 0.1 0.5 0.1
H 0.93742 -4.45713 -2.54847 0.0 0.3 0.5
H 0.89651 -1.93621 -2.81361 -0.1 -0.3 0.1
```
Forces are in eV/Å.

As for the spin multiplicity: 4. For the energy relative to the best compared isomer or geometry (same formula, charge and spin), the calculation gives 0.312 eV. Its LUMO energy (spin up / spin down) is -0.397 / -1.504 eV.

| no. | total energy (Eh) | largest force on an atom (eV Å⁻¹) |
| --- | --- | --- |
| 1 | -73416.9536 | 2.51 |
| 2 | -1498.5517 | 3.85 |
| 3 | -1521.9404 | 15.70 |
| 4 | -1950.1943 | 2.14 |